Record 1
{"formula": "C40H84BBr18OP", "method": "ωB97M-V/def2-TZVPD", "homo_energy_ev": -8.30, "e_lumo_ha": 0.01105, "total_charge": 0, "gap_ha": 0.316, "elements": ["C", "C", "C", "C", "C", "C", "C", "C", "C", "C", "C", "C", "C", "C", "C", "C", "C", "C", "P", "C", "C", "C", "B", "C", "O", "H", "H", "H", "H", "H", "H", "H", "H", "H", "H", "H", "H", "H", "H", "H", "H", "H", "H", "H", "H", "H", "H", "H", "H", "H", "H", "H", "H", "H", "H", "H", "H", "H", "H", "H", "H", "H", "H", "H", "H", "H", "H", "H", "H", "H", "H", "H", "H", "Br", "C", "C", "Br", "H", "H", "H", "H", "Br", "C", "C", "Br", "H", "H", "H", "H", "Br", "C", "C", "Br", "H", "H", "H", "H", "Br", "C", "C", "Br", "H", "H", "H", "H", "Br", "C", "C", "Br", "H", "H", "H", "H", "Br", "C", "C", "Br", "H", "H", "H", "H", "Br", "C", "C", "Br", "H", "H", "H", "H", "Br", "C", "C", "Br", "H", "H", "H", "H", "Br", "C", "C", "Br", "H", "H", "H", "H"], "positions_angstrom": [[5.013, 1.625, 1.283], [6.229, 0.740, 1.008], [6.159, 0.070, -0.370], [4.884, -0.757, -0.603], [4.255, -0.454, -1.971], [3.374, -1.582, -2.503], [2.010, -1.545, -1.785], [1.575, -2.837, -1.080], [0.096, -3.186, -1.271], [-0.869, -2.021, -1.007], [-0.590, -1.182, 0.257], [-1.200, -1.655, 1.581], [-1.103, -3.156, 1.906], [-2.270, -4.054, 1.446], [-3.677, -3.472, 1.695], [-4.437, -2.973, 0.448], [-4.486, -1.447, 0.273], [-5.701, -0.917, -0.496], [-5.300, 0.688, -1.327], [-6.957, 1.497, -1.594], [-6.993, 3.015, -1.351], [-7.428, 3.350, 0.075], [-4.321, 1.773, 0.014], [-4.473, 1.868, 1.570], [-3.346, 2.545, -0.566], [4.095, 1.028, 1.291], [4.900, 2.396, 0.515], [5.086, 2.125, 2.251], [6.341, -0.007, 1.805], [7.137, 1.358, 1.044], [6.204, 0.858, -1.136], [7.042, -0.566, -0.506], [5.096, -1.833, -0.550], [4.172, -0.532, 0.199], [3.661, 0.468, -1.902], [5.076, -0.269, -2.677], [3.239, -1.478, -3.584], [3.867, -2.544, -2.309], [2.067, -0.742, -1.039], [1.231, -1.237, -2.493], [1.804, -2.780, -0.007], [2.177, -3.667, -1.464], [-0.148, -4.021, -0.602], [-0.052, -3.568, -2.288], [-1.900, -2.398, -0.975], [-0.831, -1.348, -1.872], [-0.986, -0.172, 0.079], [0.491, -1.056, 0.381], [-0.673, -1.113, 2.376], [-2.242, -1.325, 1.644], [-0.167, -3.539, 1.477], [-0.999, -3.279, 2.991], [-2.185, -4.990, 2.011], [-2.157, -4.336, 0.390], [-3.604, -2.664, 2.437], [-4.289, -4.246, 2.169], [-5.455, -3.379, 0.460], [-3.938, -3.391, -0.437], [-4.480, -0.977, 1.264], [-3.562, -1.121, -0.230], [-6.547, -0.812, 0.196], [-6.001, -1.579, -1.318], [-7.701, 1.014, -0.947], [-7.212, 1.279, -2.637], [-7.732, 3.456, -2.032], [-6.031, 3.475, -1.610], [-6.919, 2.722, 0.812], [-7.270, 4.404, 0.322], [-8.495, 3.142, 0.178], [-5.079, 1.070, 2.005], [-4.956, 2.819, 1.832], [-3.486, 1.881, 2.046], [-2.947, 2.137, -1.351], [2.161, -6.044, 0.957], [3.951, -6.691, 0.566], [4.825, -5.615, -0.028], [4.344, -5.234, -1.867], [3.832, -7.532, -0.111], [4.364, -7.030, 1.513], [5.864, -5.935, -0.042], [4.737, -4.677, 0.514], [7.232, -1.207, 4.479], [6.432, 0.381, 5.261], [5.064, 0.105, 5.833], [3.729, -0.084, 4.441], [6.394, 1.129, 4.474], [7.111, 0.701, 6.047], [4.743, 0.946, 6.443], [5.043, -0.810, 6.417], [-6.183, -3.099, -3.603], [-6.424, -1.505, -4.683], [-7.789, -0.892, -4.503], [-9.181, -1.903, -5.400], [-6.236, -1.795, -5.712], [-5.660, -0.804, -4.345], [-7.810, 0.104, -4.941], [-8.072, -0.840, -3.455], [7.734, 5.158, -0.877], [7.719, 3.817, -2.279], [6.567, 4.007, -3.235], [4.887, 3.486, -2.423], [7.671, 2.855, -1.777], [8.668, 3.915, -2.802], [6.702, 3.373, -4.108], [6.458, 5.043, -3.543], [12.627, 5.257, 0.871], [12.267, 7.051, 0.226], [11.126, 7.086, -0.757], [11.626, 6.376, -2.491], [13.192, 7.412, -0.213], [12.018, 7.643, 1.104], [10.815, 8.114, -0.931], [10.278, 6.496, -0.422], [-10.908, 1.740, -0.580], [-11.610, 1.176, 1.139], [-11.575, 2.282, 2.161], [-9.783, 2.616, 2.828], [-11.020, 0.318, 1.450], [-12.637, 0.869, 0.954], [-12.171, 2.006, 3.028], [-11.936, 3.221, 1.752], [-2.821, -4.425, -2.776], [-3.209, -6.323, -2.788], [-2.105, -7.111, -2.125], [-0.512, -7.223, -3.226], [-3.356, -6.607, -3.826], [-4.138, -6.451, -2.238], [-2.426, -8.135, -1.948], [-1.796, -6.653, -1.190], [4.872, 3.893, 4.667], [3.027, 4.506, 4.577], [2.268, 3.724, 3.531], [2.666, 4.206, 1.702], [3.051, 5.576, 4.395], [2.600, 4.304, 5.557], [1.196, 3.879, 3.638], [2.498, 2.664, 3.621], [0.321, 4.087, -1.155], [-0.780, 2.492, -1.019], [-1.717, 2.519, 0.162], [-0.794, 2.212, 1.844], [-0.094, 1.651, -0.963], [-1.351, 2.441, -1.944], [-2.449, 1.716, 0.080], [-2.222, 3.476, 0.257]], "forces_ev_per_angstrom": [[0.098, -0.088, -0.009], [0.038, 0.165, -0.025], [0.034, 0.026, 0.219], [-0.089, -0.009, -0.082], [0.400, -0.204, -0.263], [-0.178, 0.153, 0.395], [-0.160, 0.105, 0.062], [0.092, -0.148, -0.130], [0.031, -0.111, 0.295], [-0.074, 0.084, 0.033], [-0.173, 0.018, -0.215], [0.159, -0.059, 0.219], [0.137, -0.024, -0.130], [0.123, -0.014, 0.061], [-0.105, -0.086, 0.156], [0.224, -0.014, -0.226], [0.087, 0.001, 0.065], [-0.157, 0.199, 0.081], [0.551, -0.184, 0.099], [0.039, 0.111, 0.131], [-0.158, 0.038, -0.142], [-0.098, -0.037, -0.076], [-2.299, 0.000, -0.427], [0.070, -0.027, -0.075], [-10.425, 0.883, -6.491], [0.045, 0.215, 0.086], [0.063, -0.081, 0.073], [-0.007, -0.023, -0.090], [-0.092, 0.008, -0.148], [-0.070, -0.072, 0.039], [0.020, -0.100, 0.139], [-0.057, 0.121, -0.086], [0.051, 0.156, 0.059], [-0.009, -0.258, -0.182], [0.217, -0.020, -0.138], [-0.127, 0.054, 0.051], [0.032, -0.073, 0.104], [-0.067, 0.256, -0.188], [-0.167, -0.052, -0.129], [0.137, -0.046, 0.028], [0.028, 0.019, -0.138], [-0.225, 0.083, 0.117], [0.028, 0.017, -0.152], [-0.031, 0.142, 0.095], [0.157, 0.037, -0.018], [-0.025, -0.036, 0.081], [0.144, -0.129, 0.055], [-0.167, -0.012, -0.002], [-0.156, 0.010, -0.096], [0.137, -0.059, -0.003], [-0.090, -0.028, 0.158], [-0.092, 0.104, -0.114], [0.047, 0.048, -0.125], [-0.065, 0.166, 0.108], [-0.086, -0.145, -0.072], [0.081, 0.054, -0.044], [0.064, 0.175, -0.003], [-0.348, -0.017, 0.126], [0.025, -0.011, -0.145], [-0.075, -0.009, 0.085], [0.013, -0.042, -0.178], [0.060, -0.103, 0.332], [0.071, 0.024, -0.174], [-0.078, 0.002, 0.173], [0.158, 0.000, 0.013], [-0.083, -0.065, 0.079], [0.027, 0.136, -0.047], [0.064, -0.132, 0.005], [0.158, 0.044, 0.036], [0.053, 0.099, -0.098], [0.122, -0.034, -0.065], [-0.152, -0.039, 0.115], [-1.388, 0.426, -0.824], [-0.018, 0.000, -0.019], [-0.007, 0.020, -0.010], [-0.081, 0.038, 0.042], [0.180, -0.220, -0.079], [0.030, -0.013, 0.036], [-0.012, 0.011, 0.008], [-0.007, -0.022, -0.013], [0.033, -0.020, 0.018], [-0.004, -0.024, -0.004], [-0.019, -0.006, -0.012], [0.054, 0.074, -0.009], [-0.093, -0.090, -0.054], [0.013, 0.007, 0.028], [-0.003, 0.002, -0.001], [0.014, 0.016, -0.019], [-0.003, 0.023, 0.013], [-0.115, -0.069, -0.123], [0.029, 0.064, 0.053], [-0.011, -0.025, 0.001], [-0.005, -0.029, 0.015], [0.002, 0.040, 0.003], [-0.002, -0.010, 0.008], [-0.004, -0.005, -0.008], [0.008, 0.036, -0.017], [-0.058, 0.007, 0.057], [0.066, -0.007, -0.047], [0.050, -0.003, 0.098], [-0.139, 0.030, -0.021], [0.022, -0.007, -0.040], [0.001, 0.029, 0.010], [-0.022, -0.015, 0.009], [0.044, -0.021, -0.027], [0.013, -0.028, -0.017], [0.006, -0.004, -0.026], [-0.010, -0.002, 0.026], [-0.014, -0.055, -0.029], [-0.018, 0.036, 0.029], [-0.001, -0.007, 0.002], [0.010, 0.000, -0.010], [-0.008, 0.036, 0.012], [0.008, -0.026, -0.039], [0.002, -0.014, 0.010], [0.000, 0.002, 0.012], [-0.034, -0.008, 0.011], [-0.037, -0.004, 0.003], [-0.003, 0.007, 0.005], [0.006, -0.003, -0.001], [-0.023, -0.014, 0.028], [0.037, -0.078, -0.164], [0.047, -0.030, 0.035], [-0.013, 0.010, -0.003], [0.022, 0.036, -0.006], [0.004, -0.037, 0.024], [0.002, 0.021, 0.012], [0.005, -0.002, -0.013], [-0.038, -0.042, 0.018], [0.131, 0.155, 0.104], [-0.054, -0.208, -0.205], [-0.108, -0.093, 0.104], [0.166, 0.205, 0.102], [0.009, -0.026, -0.052], [0.017, 0.023, 0.017], [0.012, -0.005, 0.050], [-0.121, 0.002, -0.006], [-0.118, -0.007, -0.123], [0.283, -0.036, 0.332], [5.426, 0.014, 2.677], [1.324, -0.027, 1.178], [-0.049, -0.009, -0.056], [0.203, 0.030, -0.279], [4.636, -1.367, 2.634], [1.831, 0.152, 1.280]]}

***

Record 2
{"formula": "C17H31AsHoN5O3S3Te", "method": "ωB97M-V/def2-TZVPD", "homo_energy_ev": [-12.51, -12.51], "s2": 6.004, "spin_multiplicity": 5, "e_lumo_ha": [-0.18239, -0.18079], "total_charge": 2, "gap_ha": [0.277, 0.279], "e_above_lowest_ev": 0.112, "elements": ["Ho", "C", "As", "C", "C", "O", "H", "H", "H", "H", "H", "H", "H", "H", "H", "C", "Te", "C", "H", "H", "H", "H", "H", "H", "C", "N", "C", "S", "N", "C", "H", "H", "H", "H", "H", "H", "H", "H", "N", "C", "C", "C", "C", "C", "C", "S", "O", "O", "N", "C", "S", "C", "C", "N", "H", "H", "H", "H", "H", "H", "H", "H"], "positions_angstrom": [[-13.943, -6.469, 14.349], [-15.969, -2.501, 16.267], [-14.417, -2.804, 15.152], [-12.867, -1.820, 15.801], [-14.974, -1.966, 13.343], [-13.995, -4.474, 15.079], [-16.586, -1.734, 15.819], [-15.724, -2.290, 17.341], [-16.634, -3.434, 16.192], [-12.841, -0.699, 15.637], [-12.001, -2.376, 15.365], [-12.942, -1.991, 16.858], [-16.092, -1.671, 13.364], [-14.916, -2.800, 12.545], [-14.347, -1.141, 12.995], [-13.526, -5.264, 18.690], [-12.730, -6.845, 17.359], [-10.985, -5.640, 16.787], [-13.328, -4.295, 18.416], [-12.906, -5.430, 19.631], [-14.589, -5.523, 18.980], [-10.159, -6.200, 16.289], [-10.707, -5.052, 17.637], [-11.319, -4.986, 15.937], [-12.816, -10.784, 14.462], [-12.683, -9.474, 13.793], [-11.591, -8.665, 13.963], [-11.437, -7.013, 13.600], [-10.412, -9.287, 14.328], [-9.896, -10.524, 13.729], [-12.309, -10.859, 15.433], [-12.674, -11.652, 13.888], [-13.917, -10.801, 14.721], [-13.506, -9.079, 13.256], [-9.756, -8.545, 14.538], [-10.135, -10.607, 12.654], [-10.427, -11.374, 14.138], [-8.860, -10.721, 14.005], [-16.274, -6.039, 6.048], [-15.953, -6.238, 7.298], [-15.580, -5.119, 8.127], [-15.266, -5.359, 9.448], [-15.276, -6.666, 9.999], [-15.736, -7.722, 9.220], [-16.029, -7.522, 7.861], [-15.183, -6.722, 11.786], [-14.410, -7.903, 12.217], [-14.476, -5.564, 12.373], [-16.708, -6.644, 12.202], [-16.935, -7.128, 13.430], [-18.658, -7.412, 13.861], [-18.127, -8.130, 15.314], [-16.821, -7.822, 15.561], [-16.088, -7.281, 14.491], [-15.895, -5.341, 5.386], [-16.803, -6.764, 5.558], [-15.703, -4.141, 7.735], [-15.021, -4.496, 10.034], [-15.976, -8.688, 9.520], [-16.566, -8.283, 7.286], [-18.793, -8.704, 15.964], [-16.188, -8.105, 16.469]], "forces_ev_per_angstrom": [[0.460, 0.529, 0.531], [-0.748, -1.807, 0.680], [-0.474, 1.230, -1.864], [0.074, -0.043, -0.644], [-1.345, -2.151, -0.599], [-0.374, 1.454, 0.054], [0.232, 0.494, 0.029], [-0.188, -0.191, -1.097], [1.133, 1.103, 0.291], [-0.234, -1.519, -0.217], [-0.500, 0.778, 0.442], [0.443, -0.062, 0.675], [1.908, -0.352, 0.302], [0.050, 1.193, 1.356], [0.000, -0.125, 0.549], [-0.093, -3.812, 2.472], [0.482, 1.000, 0.311], [-0.576, -0.066, -2.193], [0.070, 2.201, -1.287], [-0.825, 0.100, -1.126], [1.220, 0.560, -0.668], [-0.645, 0.003, 1.080], [0.352, 0.095, 0.410], [0.050, -0.295, 1.048], [-2.847, 1.379, 1.517], [0.594, 1.499, -0.002], [0.788, -2.838, -0.592], [-0.336, 0.202, 0.031], [-0.882, 1.330, -0.124], [-1.027, -0.929, 0.085], [0.231, 0.360, -0.534], [0.684, -0.809, -1.138], [1.067, -0.243, -0.127], [1.348, -0.819, 0.623], [0.417, -0.524, -0.118], [0.650, 0.511, 0.258], [-0.088, -0.168, 0.331], [-0.033, 0.597, -0.358], [-1.160, 0.147, -4.199], [1.232, 0.941, 2.543], [-0.207, -2.351, 0.277], [0.153, -0.248, -0.569], [0.006, 1.331, 0.704], [-0.230, 1.157, -1.852], [-0.567, 0.409, 1.204], [-1.090, -0.523, -3.074], [-0.484, -0.113, 0.557], [0.330, 1.139, -0.085], [1.009, -1.096, 0.281], [-1.453, 0.925, 1.222], [1.589, -0.494, -1.009], [0.851, 0.431, 1.584], [0.883, -1.422, 0.979], [-2.012, -0.190, -0.916], [-0.367, -0.388, 1.336], [0.557, 0.307, 0.292], [0.227, 0.731, -0.212], [0.112, 0.126, 0.515], [0.020, -1.467, 1.253], [0.638, -0.039, 0.243], [0.261, 0.551, -0.182], [-1.335, 0.270, -1.276]]}

***

Record 3
{"formula": "C4H33NO13", "method": "ωB97M-V/def2-TZVPD", "homo_energy_ev": -9.71, "e_lumo_ha": 0.00941, "total_charge": 0, "gap_ha": 0.366, "e_above_lowest_ev": 0.170, "elements": ["O", "C", "C", "C", "C", "N", "H", "H", "H", "H", "H", "H", "H", "H", "H", "H", "H", "O", "H", "H", "O", "H", "H", "O", "H", "H", "O", "H", "H", "O", "H", "H", "O", "H", "H", "O", "H", "H", "O", "H", "H", "O", "H", "H", "O", "H", "H", "O", "H", "H", "O"], "positions_angstrom": [[-2.425, -2.641, -1.225], [-1.390, -2.818, -1.843], [-1.069, -1.898, -3.002], [-1.822, -0.592, -2.920], [-1.034, 0.622, -2.420], [-1.039, 0.608, -0.952], [-0.906, -3.761, -1.610], [-0.031, -1.664, -3.328], [-1.231, -2.373, -4.001], [-2.653, -0.669, -2.193], [-2.381, -0.296, -3.815], [0.019, 0.571, -2.748], [-1.436, 1.567, -2.796], [-0.658, 1.449, -0.527], [-1.986, 0.557, -0.565], [2.410, 4.178, 0.696], [1.033, 4.033, 0.089], [1.942, 4.262, -0.146], [0.952, -3.253, 2.936], [0.280, -2.011, 2.411], [1.142, -2.476, 2.401], [1.479, 2.508, 2.089], [1.431, 1.702, 0.972], [0.777, 2.245, 1.464], [0.988, -1.709, 0.592], [0.096, -1.025, -0.388], [0.742, -1.766, -0.351], [3.994, -1.466, 1.629], [2.634, -1.775, 2.339], [3.405, -1.177, 2.339], [-2.369, -1.917, 1.808], [-3.101, -2.330, 0.451], [-3.225, -1.994, 1.357], [2.564, 0.619, -1.428], [2.131, -0.744, -0.824], [2.908, -0.135, -0.889], [3.828, 0.796, 1.855], [3.615, 0.949, 0.343], [3.727, 1.466, 1.165], [-1.023, -0.045, 2.006], [-1.400, -0.739, 3.232], [-1.181, -0.973, 2.318], [-4.486, 0.714, 0.593], [-3.503, -0.317, 1.124], [-3.590, 0.654, 0.947], [-2.348, 1.672, 1.798], [-0.911, 2.249, 2.281], [-1.635, 1.598, 2.448], [1.821, 3.015, -1.432], [2.857, 2.349, -2.396], [2.059, 2.183, -1.884]], "forces_ev_per_angstrom": [[0.500, 0.173, -0.069], [-1.387, -0.197, -0.322], [0.969, 0.379, -1.813], [-1.464, 1.376, 0.525], [0.634, -0.086, 0.251], [-0.029, -0.195, 0.823], [1.020, 0.010, -0.368], [0.110, -0.292, 1.569], [-0.975, -0.464, 0.899], [0.340, -0.366, -0.317], [0.543, -0.366, -0.328], [-0.351, 0.082, 0.046], [-0.178, -0.123, -0.236], [0.253, -0.036, -0.331], [0.172, -0.104, -0.339], [0.137, -0.139, -0.354], [0.046, 0.069, 0.217], [-0.291, 0.452, 0.109], [0.345, -0.182, -0.101], [0.074, 0.371, -0.044], [-0.854, -0.445, 0.388], [-0.660, 0.356, 0.396], [-0.638, -0.258, -0.520], [1.846, -0.156, 0.133], [0.163, -0.681, -0.449], [-0.124, 0.040, -0.517], [-0.310, 0.734, 0.674], [-0.248, -0.025, 0.133], [0.194, 0.221, 0.031], [0.574, 0.088, -0.109], [-0.060, 0.029, -0.594], [0.289, -0.064, 0.437], [-1.226, -0.331, -0.371], [0.187, -0.569, 0.648], [0.607, 0.184, 0.073], [-0.603, 0.022, -0.710], [-0.180, -0.098, -0.144], [-0.146, -0.173, 0.297], [-0.061, 0.456, 0.124], [-0.314, -0.237, -0.128], [-0.086, -0.243, 0.090], [1.294, 0.710, 0.856], [0.139, 0.268, 0.067], [0.193, -0.117, 0.151], [-0.545, -0.197, -0.425], [-0.136, 0.123, -0.063], [-0.999, -0.870, -0.175], [0.963, 0.696, 0.385], [0.716, -0.232, 0.029], [-0.075, 0.342, 0.035], [-0.368, 0.063, -0.560]]}

***

no.,E (a.u.)
1,-48348.066322
2,-5811.842634
3,-1205.090873